No. 1
{"formula": "C16H53BF4N4O8", "method": "wB97M-V/def2-TZVPD", "elements": ["O", "H", "H", "H", "B", "F", "F", "F", "F", "C", "C", "C", "O", "C", "N", "H", "H", "H", "H", "H", "H", "H", "H", "H", "H", "H", "C", "C", "C", "O", "C", "N", "H", "H", "H", "H", "H", "H", "H", "H", "H", "H", "H", "C", "C", "C", "O", "C", "N", "H", "H", "H", "H", "H", "H", "H", "H", "H", "H", "H", "C", "C", "C", "O", "C", "N", "H", "H", "H", "H", "H", "H", "H", "H", "H", "H", "H", "O", "H", "H", "O", "H", "H", "O", "H", "H"], "xyz": [[-2.24109, 1.27101, 6.55318], [-1.87371, 0.43260, 6.84251], [-1.53429, 1.91914, 6.59763], [-2.46821, 1.08341, 5.63950], [-2.16210, -0.17617, 1.39105], [-1.71698, -1.17553, 0.54540], [-2.92861, -0.72192, 2.34372], [-1.04223, 0.34473, 1.90973], [-2.81166, 0.79865, 0.68953], [0.17222, 1.40843, -9.00390], [1.16258, 2.30422, -8.20028], [1.38354, 1.78977, -6.76554], [1.94154, 2.77182, -5.97011], [1.86895, 2.35458, -4.62268], [2.45982, 2.40683, -8.95667], [0.45125, 1.32710, -10.05443], [-0.91169, 1.51657, -8.96438], [0.38718, 0.38131, -8.70903], [0.63549, 3.25816, -8.18357], [1.97080, 0.87194, -6.79392], [0.38703, 1.54384, -6.39866], [0.84991, 2.14675, -4.29640], [2.36413, 3.14130, -4.05349], [2.31220, 1.36411, -4.51977], [2.29989, 2.86383, -9.84304], [3.06726, 3.09286, -8.53185], [-7.02726, -2.78110, -5.33132], [-5.73479, -2.88309, -6.20876], [-4.48099, -3.02674, -5.26808], [-3.48470, -3.59187, -6.15639], [-2.46618, -4.40693, -5.61522], [-5.87674, -4.04612, -7.08771], [-6.92265, -2.35313, -4.33433], [-7.45539, -3.77500, -5.20108], [-7.76262, -2.12699, -5.79983], [-5.52946, -2.05130, -6.88261], [-4.65098, -3.84039, -4.56298], [-3.86683, -2.19896, -4.91355], [-1.65363, -4.82211, -6.21144], [-2.91666, -5.36292, -5.34826], [-2.12370, -4.12731, -4.61891], [-6.04223, -4.90070, -6.57546], [-4.96921, -4.16363, -7.51512], [3.35548, 7.00908, 5.44935], [2.77498, 6.03243, 6.50279], [2.98865, 6.65039, 7.98426], [4.42109, 6.52704, 8.27064], [4.92574, 7.13233, 9.46010], [1.39528, 5.83134, 6.08478], [4.44065, 6.95348, 5.53518], [3.14711, 8.07846, 5.48282], [3.09306, 6.62353, 4.46416], [3.33328, 5.09650, 6.52406], [2.44893, 6.22529, 8.83049], [2.79125, 7.72211, 8.00762], [4.30312, 7.96754, 9.78079], [5.91606, 7.58677, 9.43042], [5.03783, 6.38863, 10.24907], [1.31801, 5.80295, 5.07813], [0.77629, 6.61162, 6.25249], [5.61982, -3.96821, 3.87855], [4.40607, -4.26308, 2.96756], [3.36551, -5.14304, 3.69138], [3.63565, -6.45155, 4.06500], [2.62632, -7.41593, 3.73392], [3.84504, -3.05050, 2.29887], [6.53935, -3.67929, 3.36953], [5.94704, -4.85260, 4.42526], [5.37587, -3.14714, 4.55265], [4.61823, -4.80989, 2.04882], [2.44636, -5.12570, 3.10574], [3.02920, -4.65928, 4.60842], [1.66276, -7.24782, 4.21495], [2.81718, -8.45042, 4.01938], [2.44388, -7.41682, 2.65929], [3.10775, -3.46321, 1.74554], [3.33206, -2.44244, 2.92112], [-3.14222, -5.66834, 1.73007], [-2.87203, -4.84085, 1.33195], [-4.09865, -5.63041, 1.73685], [-7.50731, -3.20815, 0.82584], [-7.00257, -2.39623, 0.87325], [-7.99488, -3.23604, 1.64909], [-3.08579, 6.38013, -0.00593], [-3.47432, 6.65990, -0.83479], [-3.16636, 5.42637, -0.01293]], "lowdin_charge": [0.408, 0.193, 0.195, 0.198, -1.509, 0.102, 0.145, 0.139, 0.128, -0.070, -0.390, -0.256, -0.173, -0.106, 0.032, 0.065, 0.074, 0.068, 0.124, 0.131, 0.122, 0.086, 0.094, 0.085, 0.056, 0.059, -0.059, -0.391, -0.138, -0.266, -0.124, 0.028, 0.069, 0.069, 0.066, 0.131, 0.118, 0.131, 0.085, 0.071, 0.084, 0.066, 0.060, -0.077, -0.377, -0.137, -0.219, -0.112, -0.003, 0.070, 0.080, 0.069, 0.129, 0.111, 0.108, 0.080, 0.080, 0.080, 0.055, 0.066, -0.055, -0.405, -0.251, -0.174, -0.096, 0.035, 0.068, 0.072, 0.072, 0.132, 0.110, 0.122, 0.081, 0.082, 0.086, 0.061, 0.060, -0.057, 0.031, 0.025, -0.055, 0.031, 0.024, -0.058, 0.027, 0.031], "largest_force_ev_per_a": 3.8, "lumo_energy_ev": -2.948, "orbital_gap_ev": 5.88, "homo_energy_ev": -8.83}

No. 2
{"formula": "C17H30Cl18F3IO3", "method": "wB97M-V/def2-TZVPD", "elements": ["C", "C", "C", "I", "C", "C", "C", "O", "C", "F", "F", "F", "O", "C", "O", "H", "H", "H", "H", "H", "H", "H", "H", "H", "H", "H", "H", "C", "Cl", "Cl", "H", "H", "C", "Cl", "Cl", "H", "H", "C", "Cl", "Cl", "H", "H", "C", "Cl", "Cl", "H", "H", "C", "Cl", "Cl", "H", "H", "C", "Cl", "Cl", "H", "H", "C", "Cl", "Cl", "H", "H", "C", "Cl", "Cl", "H", "H", "C", "Cl", "Cl", "H", "H"], "xyz": [[4.55759, 1.20647, 0.05421], [3.51883, 0.12393, -0.30610], [2.55613, -0.30155, 0.85939], [2.33666, 1.17221, 2.41934], [1.22106, -0.81197, 0.23722], [-0.08442, -0.39901, 0.94274], [-0.68979, 0.99692, 0.60411], [-2.11052, 0.89927, 0.54322], [-0.19887, 1.64714, -0.68817], [-0.41167, 0.91756, -1.78218], [1.05312, 2.04576, -0.62155], [-0.90922, 2.78226, -0.87357], [1.29773, -2.27893, 0.33294], [0.68510, -2.89782, -0.70120], [1.09443, -2.94835, -1.81269], [5.21937, 1.30702, -0.82213], [5.19644, 0.84445, 0.86699], [4.13297, 2.19694, 0.22642], [2.97111, 0.47906, -1.18479], [4.09319, -0.76285, -0.60988], [3.05474, -1.15492, 1.32419], [1.24655, -0.59351, -0.83463], [-0.84585, -1.13347, 0.64331], [-0.01492, -0.50335, 2.03178], [-0.47354, 1.67125, 1.43595], [-2.33156, 0.54421, -0.33098], [-0.30368, -3.37374, -0.48840], [-1.49061, 0.55793, 4.79938], [-0.51729, 1.63912, 3.79248], [-0.73920, -1.03967, 4.94053], [-1.58434, 0.99285, 5.78613], [-2.46515, 0.44795, 4.34601], [5.15209, -2.45187, -3.08316], [4.58356, -0.96211, -3.84546], [6.65940, -2.19295, -2.19767], [4.39278, -2.79872, -2.38926], [5.32055, -3.19540, -3.85457], [1.60420, -0.81403, -5.81018], [2.66867, -1.52542, -7.02780], [0.56938, 0.43920, -6.51036], [0.97429, -1.59294, -5.39310], [2.21335, -0.37132, -5.03125], [-0.08861, 5.94113, 0.27746], [-0.56454, 7.33790, 1.25084], [0.97072, 4.84922, 1.17745], [-0.98107, 5.39752, -0.01428], [0.43918, 6.29180, -0.60280], [-0.54122, -4.20771, -4.69520], [0.51640, -4.92428, -5.91698], [-1.58052, -2.95853, -5.39504], [-1.16703, -4.98666, -4.27314], [0.07169, -3.76007, -3.91810], [-5.38647, 1.79059, 2.59168], [-4.82151, 0.39825, 3.52384], [-4.36730, 3.20663, 2.86757], [-5.35812, 1.53919, 1.53687], [-6.40139, 2.02347, 2.89509], [-1.03106, 3.22202, -4.47549], [-0.17841, 4.60490, -5.17345], [-2.73551, 3.20314, -4.94721], [-0.56272, 2.30963, -4.82843], [-0.96951, 3.28330, -3.39638], [-4.92697, 0.17422, 7.84313], [-3.72186, -0.33927, 6.65529], [-5.81649, 1.59858, 7.29273], [-5.62862, -0.63749, 8.00112], [-4.42008, 0.41506, 8.77109], [-0.84996, -5.05290, 2.58399], [-1.51974, -3.60729, 1.81434], [0.62456, -4.68273, 3.48143], [-1.58753, -5.45454, 3.27003], [-0.61898, -5.78267, 1.81527]], "lowdin_charge": [-0.164, -0.292, -0.576, 1.015, -0.310, -0.115, -0.303, -0.009, -0.617, 0.164, 0.143, 0.118, -0.045, -0.361, 0.102, 0.073, 0.070, 0.042, 0.090, 0.093, 0.086, 0.123, 0.093, 0.060, 0.035, 0.105, 0.105, -1.046, 0.504, 0.512, -0.004, -0.082, -1.010, 0.540, 0.511, 0.017, 0.029, -1.036, 0.501, 0.536, -0.019, -0.029, -1.025, 0.508, 0.510, 0.017, 0.028, -1.023, 0.509, 0.515, 0.025, -0.008, -0.997, 0.530, 0.518, 0.024, 0.026, -1.041, 0.505, 0.504, -0.037, -0.003, -0.992, 0.556, 0.510, 0.027, 0.027, -0.994, 0.562, 0.519, 0.026, 0.027], "largest_force_ev_per_a": 2.0, "lumo_energy_ev": 0.095, "orbital_gap_ev": 9.32, "homo_energy_ev": -9.22}

No. 3
{"formula": "C3H5N", "method": "wB97M-V/def2-TZVPD", "elements": ["C", "C", "C", "N", "H", "H", "H", "H", "H"], "xyz": [[0.56077, 0.30398, -0.22178], [1.70484, -0.54912, 0.05907], [-1.90752, 0.33927, -0.09242], [1.66514, 0.88399, -0.28547], [1.92563, -0.78997, 1.01120], [2.15773, -1.27326, -0.62191], [-2.19002, 1.03664, -0.79002], [-1.94752, 0.79144, 0.91525], [-1.96906, -0.74296, 0.02608]], "lowdin_charge": [-0.111, -0.207, 0.149, 0.062, 0.025, 0.078, -0.029, 0.014, 0.019], "largest_force_ev_per_a": 5.2, "e_above_lowest_kcal_mol": 134.4, "lumo_energy_ev": [-0.949, -0.555], "orbital_gap_ev": [7.91, 8.49], "homo_energy_ev": [-8.86, -9.04]}

> Number 1 is which compound?

C16H53BF4N4O8